A | {"formula": "C7H12", "method": "wB97M-V/def2-TZVPD", "smiles": "CC[C@H]1C[C@H]2C[C@@H]12", "charge": 0, "elements": ["C", "C", "C", "C", "C", "C", "C", "H", "H", "H", "H", "H", "H", "H", "H", "H", "H", "H", "H"], "coordinates": [[-1.71923, 1.69526, -0.37128], [-0.91476, 0.45879, -0.73496], [-0.46403, -0.35938, 0.49774], [0.17367, -1.79881, 0.37770], [1.59385, -1.21208, 0.61342], [1.72064, -0.11888, -0.42304], [0.93079, 0.11052, 0.84544], [-1.79379, 2.33064, -1.26016], [-1.16757, 2.26932, 0.38713], [-2.72307, 1.48240, 0.00556], [-1.39907, -0.17149, -1.49214], [-0.01133, 0.89667, -1.20807], [-1.21246, -0.32376, 1.30154], [-0.01791, -2.38018, -0.53375], [-0.13619, -2.40435, 1.23822], [2.36671, -1.71996, 1.18549], [2.35904, 0.73830, -0.64307], [1.17283, -0.37998, -1.32358], [1.24186, 0.88695, 1.53781]], "mulliken_charge": [-1.39, -0.32, -0.15, -0.80, -0.47, -0.73, -0.49, 0.38, 0.31, 0.33, 0.38, 0.26, 0.49, 0.31, 0.31, 0.37, 0.35, 0.35, 0.51]}

---

B | {"formula": "C7H12", "method": "wB97M-V/def2-TZVPD", "smiles": "CC#CCCCC", "charge": 0, "elements": ["C", "C", "C", "C", "C", "C", "C", "H", "H", "H", "H", "H", "H", "H", "H", "H", "H", "H", "H"], "coordinates": [[-3.62854, 0.79660, -0.36158], [-2.25814, 1.27065, -0.17376], [-1.09602, 1.55590, -0.01799], [0.36095, 1.46674, 0.15257], [0.67377, -0.03408, 0.06837], [2.12002, -0.49099, 0.20025], [2.15269, -2.02846, 0.11349], [-3.62898, -0.29974, -0.36653], [-4.04859, 1.13331, -1.31400], [-4.28787, 1.12685, 0.44633], [0.67608, 1.88597, 1.11656], [0.89143, 2.02626, -0.62853], [0.07339, -0.53935, 0.83535], [0.28849, -0.39210, -0.89478], [2.54738, -0.14634, 1.15082], [2.72966, -0.04159, -0.59376], [2.30008, -2.49171, 1.09387], [1.19594, -2.40196, -0.27449], [2.93826, -2.39595, -0.55217]], "mulliken_charge": [-1.19, 0.61, -0.33, -0.57, -0.78, -0.35, -1.12, 0.26, 0.29, 0.29, 0.31, 0.30, 0.36, 0.38, 0.31, 0.28, 0.28, 0.34, 0.33]}

---

Which structure is the most stable? The one labeled B.

---

A | {"formula": "C7H12", "method": "wB97M-V/def2-TZVPD", "charge": 0, "elements": ["C", "C", "C", "C", "C", "C", "C", "H", "H", "H", "H", "H", "H", "H", "H", "H", "H", "H", "H"], "coordinates": [[-1.70981, 0.81111, 0.18564], [-1.22503, -0.60385, -0.07395], [-0.18918, -0.73331, -1.22691], [0.88972, -0.90539, -0.17305], [2.20777, -0.76361, -0.17736], [0.68431, 2.55776, 0.40878], [-0.14279, -1.11156, 0.92065], [-2.32708, 1.18193, -0.63991], [-0.88501, 1.54881, 0.30139], [-2.29452, 0.87236, 1.11000], [-2.09345, -1.26457, -0.17102], [-0.33816, -1.63621, -1.83034], [-0.09175, 0.12596, -1.90148], [2.75152, -0.53943, -1.09247], [2.79154, -0.86014, 0.73550], [1.09357, 2.15318, -0.54630], [1.16333, 1.86854, 1.14295], [-0.01199, -0.53404, 1.84368], [-0.27299, -2.16753, 1.18418]], "mulliken_charge": [-0.98, 0.35, -0.71, 0.33, -0.89, -0.57, -0.71, 0.35, 0.09, 0.35, 0.42, 0.26, 0.29, 0.27, 0.27, 0.15, 0.15, 0.30, 0.26]}

---

B | {"formula": "C7H12", "method": "wB97M-V/def2-TZVPD", "smiles": "C=C1CC1.C=CC", "charge": 0, "elements": ["C", "C", "C", "C", "H", "H", "H", "H", "H", "H", "C", "C", "C", "H", "H", "H", "H", "H", "H"], "coordinates": [[-1.30664, -1.08272, -0.35376], [-0.88248, -0.02337, -1.01903], [-0.91630, 1.43651, -1.18337], [-0.67808, 0.49641, -2.36719], [-1.34871, -1.13753, 0.73137], [-1.62056, -1.95886, -0.90499], [-0.12907, 2.13325, -0.90206], [-1.91889, 1.83356, -1.05462], [0.34678, 0.51111, -2.74435], [-1.42962, 0.30093, -3.12192], [1.44166, 0.10470, 0.17906], [0.92638, 0.28792, 1.38846], [0.91295, -0.82040, 2.40351], [1.55302, 0.89874, -0.55009], [1.76176, -0.88148, -0.14849], [0.48242, 1.24774, 1.65853], [1.92098, -0.93125, 2.81755], [0.65443, -1.77890, 1.93372], [0.22995, -0.63637, 3.23767]], "mulliken_charge": [-0.74, 0.42, -0.53, -0.54, 0.29, 0.23, 0.23, 0.22, 0.18, 0.26, -0.86, 0.06, -1.16, 0.42, 0.23, 0.32, 0.34, 0.30, 0.31]}

---

Which structure is the most stable? The one labeled B.

---

A | {"formula": "C5H14N2", "method": "wB97M-V/def2-TZVPD", "smiles": "C=CC.CCNN", "charge": 0, "elements": ["C", "C", "C", "H", "H", "H", "H", "H", "H", "C", "C", "N", "N", "H", "H", "H", "H", "H", "H", "H", "H"], "coordinates": [[-0.07339, -1.75380, 0.56544], [0.01739, -1.44837, -0.75163], [1.28205, -1.57533, -1.54544], [0.79764, -2.10426, 1.10598], [-1.02673, -1.99703, 1.01415], [-0.89079, -1.42549, -1.34320], [1.21502, -2.42184, -2.23348], [1.45481, -0.67480, -2.14299], [2.14465, -1.72239, -0.89712], [-1.94606, 1.56546, -0.11904], [-0.43438, 1.51042, 0.02494], [-0.06195, 1.07186, 1.32878], [1.32164, 1.31417, 1.55785], [-2.21521, 1.92775, -1.11009], [-2.37366, 2.22816, 0.63080], [-2.37270, 0.56816, 0.00633], [-0.06894, 0.67645, -0.70333], [0.02297, 2.47552, -0.19363], [-0.22593, -0.03153, 1.30336], [1.51892, 1.09751, 2.52863], [1.91466, 0.71937, 0.97369]], "mulliken_charge": [-1.01, 0.14, -1.11, 0.31, 0.36, 0.35, 0.36, 0.29, 0.31, -1.26, 0.24, -0.35, -0.59, 0.35, 0.36, 0.24, -0.24, 0.50, 0.30, 0.25, 0.20]}

---

B | {"formula": "C5H14N2", "method": "wB97M-V/def2-TZVPD", "smiles": "CNCCN(C)C", "charge": 0, "elements": ["C", "N", "C", "C", "N", "C", "C", "H", "H", "H", "H", "H", "H", "H", "H", "H", "H", "H", "H", "H", "H"], "coordinates": [[-2.84487, 1.10376, 0.17633], [-1.40705, 1.21340, 0.20433], [-0.53066, 0.88230, -0.89916], [0.85634, 0.49838, -0.37622], [0.89342, -0.68150, 0.48171], [0.66399, -1.87038, -0.31768], [2.22175, -0.76876, 1.09474], [-3.29578, 1.67686, -0.63516], [-3.08384, 0.05177, 0.03443], [-3.16349, 1.27445, 1.19241], [-1.04199, 1.87815, 0.86437], [-1.00105, 0.06268, -1.44609], [-0.41482, 1.76102, -1.54618], [1.18982, 1.36576, 0.20235], [1.53596, 0.38015, -1.24192], [-0.28926, -1.78950, -0.83552], [0.57119, -2.79098, 0.26424], [1.48719, -2.05249, -1.01183], [2.43149, 0.16317, 1.63760], [2.18501, -1.58163, 1.80482], [3.03666, -0.77661, 0.35242]], "mulliken_charge": [-0.98, -0.14, -0.64, -0.74, -0.09, -0.95, -0.99, 0.29, 0.28, 0.36, 0.18, 0.33, 0.31, 0.41, 0.39, 0.24, 0.34, 0.37, 0.31, 0.34, 0.38]}

---

C | {"formula": "C5H14N2", "method": "wB97M-V/def2-TZVPD", "smiles": "CNC[C@@H](C)NC", "charge": 0, "elements": ["C", "N", "C", "C", "C", "N", "C", "H", "H", "H", "H", "H", "H", "H", "H", "H", "H", "H", "H", "H", "H"], "coordinates": [[1.20401, -0.51300, -2.54430], [0.48026, 0.26918, -1.56312], [-0.70766, -0.36437, -0.98698], [-0.77156, 0.06082, 0.52287], [-1.61727, -0.97340, 1.24887], [0.52609, 0.25789, 1.11072], [0.81408, 1.35979, 2.10999], [1.49021, -1.48710, -2.17037], [0.54269, -0.64290, -3.44013], [2.04588, -0.01940, -3.00008], [0.96273, 0.80895, -0.86865], [-0.73804, -1.47204, -1.02113], [-1.51781, 0.08973, -1.55512], [-1.23790, 1.03784, 0.65713], [-1.17710, -1.93978, 0.93994], [-1.45837, -0.77058, 2.34514], [-2.65427, -0.85393, 0.96196], [1.16770, -0.48221, 1.33669], [1.49216, 1.00419, 2.88520], [-0.15300, 1.71640, 2.42743], [1.32143, 2.14687, 1.56332]], "mulliken_charge": [-0.92, -0.26, -0.90, 0.37, -1.34, -0.33, -0.90, 0.32, 0.26, 0.35, 0.30, 0.33, 0.25, 0.39, 0.36, 0.33, 0.34, 0.18, 0.30, 0.31, 0.28]}

---

D | {"formula": "C5H14N2", "method": "wB97M-V/def2-TZVPD", "smiles": "CNCC[C@@H](C)N", "charge": 0, "elements": ["C", "N", "C", "C", "C", "C", "N", "H", "H", "H", "H", "H", "H", "H", "H", "H", "H", "H", "H", "H", "H"], "coordinates": [[2.95642, -0.09684, -0.48754], [1.56935, -0.42010, 0.03465], [0.90800, 0.61322, 0.83426], [-0.57635, 0.22032, 1.14079], [-1.44623, 0.27459, -0.21221], [-1.40144, -1.05607, -1.11633], [-2.82724, 0.65477, 0.00195], [3.58103, -0.61300, -1.16452], [3.76268, 0.30338, 0.28799], [2.82570, 0.87044, -0.97776], [1.75512, -1.42153, 0.57009], [1.60684, 0.72832, 1.82133], [0.88581, 1.55448, 0.32913], [-0.67039, -0.79680, 1.43031], [-1.08108, 0.81862, 1.90879], [-0.99811, 1.10578, -0.80523], [-2.01906, -2.00118, -0.58078], [-1.77280, -0.76998, -2.05911], [-0.37991, -1.49058, -1.35031], [-3.08476, 0.63660, 1.02678], [-3.59358, 0.88556, -0.63230]], "mulliken_charge": [-0.96, -0.22, -0.69, -0.87, 0.59, -1.23, -0.49, 0.38, 0.26, 0.30, 0.24, 0.29, 0.42, 0.34, 0.36, 0.10, 0.21, 0.40, 0.28, 0.14, 0.15]}

---

Which structure is the most stable? The one labeled B.

---

A | {"formula": "C5H14N2", "method": "wB97M-V/def2-TZVPD", "smiles": "CC(C)NCCN", "charge": 0, "elements": ["C", "C", "C", "N", "C", "C", "N", "H", "H", "H", "H", "H", "H", "H", "H", "H", "H", "H", "H", "H", "H"], "coordinates": [[-1.47641, 1.70450, 0.42815], [-0.20838, 1.04861, -0.08615], [1.02098, 1.87687, -0.40249], [0.19950, -0.00721, 0.93993], [-0.34885, -1.36035, 0.67198], [0.04274, -2.00641, -0.65776], [1.46756, -2.35774, -0.58596], [-1.86528, 2.52817, -0.17761], [-1.44968, 2.15126, 1.42693], [-2.25695, 0.93689, 0.46069], [-0.41124, 0.45618, -0.98433], [1.89204, 1.24080, -0.46387], [1.11304, 2.67174, 0.34582], [0.76495, 2.53357, -1.25281], [-0.30439, 0.31457, 1.75941], [-1.42255, -1.37247, 0.86369], [0.19637, -1.98100, 1.39152], [-0.59116, -2.88211, -0.79949], [-0.16235, -1.31536, -1.48362], [1.91564, -1.78518, 0.10696], [1.88442, -2.39534, -1.50100]], "mulliken_charge": [-1.51, 0.98, -1.43, -0.43, -1.05, -0.10, -0.63, 0.39, 0.36, 0.36, -0.05, 0.36, 0.29, 0.34, 0.26, 0.39, 0.42, 0.32, 0.27, 0.24, 0.22]}

---

B | {"formula": "C5H14N2", "method": "wB97M-V/def2-TZVPD", "smiles": "CNC[C@@H](C)NC", "charge": 0, "elements": ["C", "N", "C", "C", "C", "N", "C", "H", "H", "H", "H", "H", "H", "H", "H", "H", "H", "H", "H", "H", "H"], "coordinates": [[-0.22083, 2.44369, 1.99161], [0.14856, 1.82593, 0.68157], [0.10361, 0.32688, 0.89250], [0.55143, -0.58948, -0.26194], [1.02795, -2.10606, 0.13358], [-0.65729, -0.42805, -1.19182], [-0.71670, -0.69492, -2.55711], [-1.18476, 2.15647, 2.33938], [0.70058, 2.15481, 2.60706], [-0.20775, 3.57218, 1.87016], [-0.67112, 2.02456, 0.08940], [-0.87131, 0.06144, 1.28203], [0.74247, 0.07652, 1.78863], [1.49209, -0.20067, -0.82961], [0.39272, -2.59449, 0.87861], [0.91597, -2.73290, -0.70086], [1.96405, -2.01464, 0.53926], [-1.38028, -0.85209, -0.63919], [-0.11031, -0.06755, -3.19405], [-1.66884, -0.70049, -2.86567], [-0.35024, -1.66115, -2.85356]], "mulliken_charge": [-0.82, -0.46, -0.86, 0.27, -1.47, -0.28, -1.04, 0.32, 0.32, 0.28, 0.25, 0.36, 0.43, 0.28, 0.32, 0.41, 0.43, 0.21, 0.31, 0.42, 0.33]}

---

C | {"formula": "C5H14N2", "method": "wB97M-V/def2-TZVPD", "charge": 0, "elements": ["C", "N", "C", "C", "C", "N", "C", "H", "H", "H", "H", "H", "H", "H", "H", "H", "H", "H", "H", "H", "H"], "coordinates": [[-1.36426, -2.64647, 2.03604], [-0.99292, -0.05441, -0.64977], [0.30337, 0.11784, -0.93135], [1.18186, 1.22922, -0.37510], [0.30495, 2.36884, 0.21270], [-0.90591, 2.62331, -0.58281], [1.03092, -1.02454, -1.59941], [-2.01780, -3.32501, 1.55034], [-1.86984, -1.70749, 2.29484], [-0.54361, -2.41849, 1.39379], [-1.03321, -2.99815, 2.98668], [-0.22959, -0.50739, 0.09492], [1.82210, 0.96867, 0.56615], [1.75062, 1.66515, -1.23710], [-0.11691, 1.94990, 1.24333], [0.98245, 3.36123, 0.38030], [-1.29416, 1.63694, -0.56307], [-0.63714, 2.66873, -1.56436], [1.21674, -0.65841, -2.56836], [0.35711, -1.87878, -1.61735], [2.05524, -1.37069, -1.07039]], "mulliken_charge": [-0.91, -0.87, 1.05, -0.60, -0.52, -0.82, -1.18, 0.24, 0.26, 0.11, 0.32, -0.11, 0.27, 0.35, 0.31, 0.29, 0.48, 0.24, 0.42, 0.39, 0.28]}

---

D | {"formula": "C5H14N2", "method": "wB97M-V/def2-TZVPD", "smiles": "CC[C@H](N)CCN", "charge": 0, "elements": ["C", "C", "C", "N", "C", "C", "N", "H", "H", "H", "H", "H", "H", "H", "H", "H", "H", "H", "H", "H", "H"], "coordinates": [[-2.38494, -0.28257, 0.92066], [-1.61616, 0.61626, -0.03941], [-0.08786, 0.47134, 0.10209], [0.56671, 1.66239, -0.44702], [0.42709, -0.80844, -0.59151], [1.95147, -1.00412, -0.65643], [2.69282, -0.48722, 0.48825], [-2.13804, -1.33830, 0.78170], [-3.46215, -0.16393, 0.76460], [-2.16713, -0.01064, 1.95900], [-1.91937, 1.65084, 0.16553], [-1.92574, 0.39821, -1.06920], [0.16169, 0.41913, 1.16852], [0.28862, 1.79628, -1.41762], [0.23674, 2.48922, 0.05428], [-0.00389, -1.67832, -0.08089], [0.04906, -0.84338, -1.62276], [2.34395, -0.53296, -1.56486], [2.16344, -2.07538, -0.75350], [2.26446, -0.80904, 1.35324], [2.55924, 0.53063, 0.48532]], "mulliken_charge": [-1.21, -0.56, 0.37, -0.68, -0.76, -0.70, -0.70, 0.31, 0.36, 0.30, 0.31, 0.30, 0.24, 0.25, 0.27, 0.31, 0.30, 0.33, 0.39, 0.25, 0.34]}

---

Which structure is the most stable? The one labeled D.